# 1
ORCA calculation (the ωB97M-V functional and the def2-TZVPD basis) on a cluster of 10 separate species, C5H30N2O10 in total at a distorted geometry.

```
47
Properties=species:S:1:pos:R:3:mulliken_charge:R:1
C -1.6005 2.4848 0.7491 -0.2455
C -2.9109 2.2942 -0.0622 -1.1974
C -0.5067 1.4576 0.3508 0.1530
N -0.0564 0.5757 1.2499 0.4338
C -0.2169 0.6175 2.7091 -0.5911
C 1.0525 0.5882 3.5321 -0.8738
N 2.0175 -0.4529 3.2414 -0.5452
O -0.2332 1.4015 -0.8606 -0.7017
H -1.2042 3.4914 0.6366 0.3961
H -1.9470 2.0923 1.6969 0.2366
H -3.0566 1.2528 -0.3332 0.2372
H -3.6921 2.5911 0.6503 0.3547
H -3.0394 3.0301 -0.8543 0.3448
H 0.6371 -0.0871 0.9164 0.0578
H -0.7320 1.5244 3.0507 0.3824
H -1.0058 -0.0809 2.9946 0.5050
H 0.7211 0.5423 4.5701 0.4313
H 1.5690 1.5300 3.2907 0.2764
H 1.8927 -1.3549 3.6734 0.2571
H 2.1712 -0.5936 2.2545 0.1778
H -0.6040 -0.2156 -3.0137 0.2355
H -0.3646 -0.0315 -1.5834 0.3847
O -0.5836 -0.7675 -2.2227 -0.4574
H 3.4321 -1.7096 -2.0414 0.2551
H 3.8112 -0.6022 -1.1535 0.4540
O 3.6665 -1.5734 -1.1253 -0.6721
H -1.4951 -3.4941 0.6426 0.2634
H -1.4198 -2.2934 -0.2894 0.2586
O -2.0289 -2.7809 0.2777 -0.5819
H 0.9358 2.3823 -2.5853 0.3348
H 1.5991 3.6797 -2.2267 0.2960
O 1.7319 2.9018 -2.7590 -0.6698
H 2.4306 -1.5907 -0.1096 0.4262
H 1.0728 -2.4201 -0.2173 0.2045
O 1.5365 -1.7573 0.2956 -0.7220
H 3.1408 1.6359 -1.6563 0.2951
H 2.6700 0.9215 -2.9457 0.2478
O 3.2088 0.8268 -2.1614 -0.6026
H -3.7648 -1.0037 1.9592 0.3004
H -2.4284 -0.5057 1.4265 0.2600
O -2.9624 -0.5442 2.2288 -0.6002
H -3.0337 -1.9608 -1.5912 0.3096
H -1.9607 -1.8363 -2.7681 0.3462
O -2.8356 -2.1628 -2.4993 -0.6553
H 0.9293 -2.0212 -2.1623 0.3809
H 2.1308 -3.1344 -2.7661 0.2595
O 1.3258 -2.8472 -2.4091 -0.6402
```

## Properties
orbital gap	9.3	eV
DFT total energy	-29126.8131	eV
max |F|	3.4	eV/Å
energy above the lowest of the compared OMol25 structures with the same formula, charge and spin	56.74	kcal/mol
E_LUMO	0.10	eV
SMILES	CCC(=O)NCCN.O.O.O.O.O.O.O.O.O


# 2
ORCA calculation (the ωB97M-V functional and the def2-TZVPD basis) on a structure of composition C9H27KO12P3 at a distorted geometry.

```
52
Properties=species:S:1:pos:R:3:mulliken_charge:R:1
K -1.3321 -2.1226 1.6251 0.9669
C 0.8587 5.3337 2.4699 -0.6362
O 1.5143 4.0842 2.8890 -0.2950
P 0.7741 2.9872 3.7633 1.0229
O -0.1253 1.9669 3.0274 -0.6863
O 0.0772 3.8226 4.9899 -0.2860
C -1.3055 3.6448 5.2746 -0.7090
O 2.0992 2.2323 4.3569 -0.2945
C 3.1096 2.9299 5.0295 -0.6455
H -0.1866 5.4616 2.7511 0.2875
H 0.8528 5.3116 1.3801 0.2655
H 1.3885 6.2221 2.8135 0.2672
H -1.8877 3.2370 4.4483 0.3237
H -1.7586 4.5715 5.6267 0.2571
H -1.3634 2.8639 6.0328 0.3016
H 2.7185 3.2955 5.9789 0.2706
H 3.4706 3.7837 4.4560 0.2913
H 4.0480 2.3765 5.0637 0.2713
C -3.2418 0.7158 -2.4136 -0.8284
O -3.2916 -0.3269 -3.3440 -0.2485
P -4.0857 -1.6562 -2.8799 1.0420
O -3.8663 -2.0850 -1.4830 -0.6097
O -3.7751 -2.7393 -4.0649 -0.3667
C -2.4754 -3.2132 -4.1731 -0.6916
O -5.6445 -1.3129 -3.1456 -0.3381
C -6.4594 -0.6780 -2.1521 -0.5512
H -2.2246 1.1002 -2.3377 0.2864
H -3.5865 0.5777 -1.3888 0.3724
H -3.7463 1.6477 -2.6687 0.3267
H -2.3698 -4.2796 -4.3722 0.2958
H -1.9175 -2.9934 -3.2628 0.3011
H -1.9363 -2.7588 -5.0043 0.2642
H -6.9778 -1.1890 -1.3408 0.2570
H -7.2886 -0.2027 -2.6762 0.2915
H -5.8659 0.1748 -1.8226 0.2128
C 4.0947 -4.9366 -1.8646 -0.5956
O 4.1184 -3.4960 -2.0188 -0.3117
P 3.1311 -2.4221 -1.3017 0.9504
O 1.8771 -2.9683 -0.7411 -0.6421
O 4.1607 -1.6433 -0.2492 -0.2877
C 3.9485 -1.3363 1.0649 -0.6619
O 3.0176 -1.2930 -2.4508 -0.2827
C 2.0223 -1.2535 -3.4615 -0.5672
H 3.0408 -5.1786 -1.7280 0.2905
H 4.7015 -5.3027 -1.0364 0.2616
H 4.4132 -5.3900 -2.8033 0.2432
H 4.7889 -1.8603 1.5202 0.3002
H 3.1450 -1.8261 1.6149 0.2720
H 4.0129 -0.2541 1.1777 0.2619
H 1.8747 -2.2463 -3.8865 0.2793
H 2.2912 -0.5996 -4.2910 0.2717
H 1.1622 -0.7770 -2.9911 0.2294
```

## Properties
orbital gap	9.5	eV
DFT total energy	-78532.6647	eV
total charge	+1
max |F|	5.2	eV/Å
energy above the lowest of the compared OMol25 structures with the same formula, charge and spin	82.11	kcal/mol
E_LUMO	-3.41	eV


# 3
ORCA calculation (the ωB97M-V functional and the def2-TZVPD basis) on an isolated molecule of C7H9F2NO at a distorted geometry.

```
20
Properties=species:S:1:pos:R:3:mulliken_charge:R:1
C 2.9418 0.2895 0.3478 0.4013
C 2.9043 1.3939 1.0606 -0.1501
C 2.1611 -2.0856 -0.0438 0.4536
C 2.8446 -1.1184 0.9439 -0.6462
C 0.2881 -0.5132 -0.4611 -0.2989
C -1.2398 1.4399 -0.9360 -1.0447
C -0.4585 0.1046 -1.3570 -0.1048
N 1.1451 -1.5930 -0.7769 -0.1175
O 2.6976 -3.1416 -0.3420 -0.6518
F 3.1492 0.3360 -0.9733 -0.3040
F 3.0728 2.6749 0.6550 -0.2562
H 3.8153 -1.4249 1.2611 0.3693
H 2.1418 -1.1064 1.9184 0.2853
H 0.2342 -0.1362 0.6429 0.2516
H -0.5783 2.1561 -0.3357 0.2675
H -2.1786 1.1414 -0.4520 0.2822
H -1.5724 1.8638 -1.8512 0.3571
H -0.3362 -0.1514 -2.4225 0.3162
H 2.8255 1.2289 2.1471 0.3139
H 0.8268 -2.2115 -1.5641 0.2762
```

## Properties
orbital gap	9.7	eV
DFT total energy	-16375.4521	eV
max |F|	3.6	eV/Å
energy above the lowest of the compared OMol25 structures with the same formula, charge and spin	0.82	kcal/mol
E_LUMO	0.70	eV
SMILES	C/C=C/NC(=O)C/C(F)=C/F


# 4
ORCA calculation (the ωB97M-V functional and the def2-TZVPD basis) on an isolated molecule of CH4FNP2 at a distorted geometry.

```
9
Properties=species:S:1:pos:R:3:mulliken_charge:R:1
C -0.8642 0.2957 0.7896 0.5266
N -1.4841 -0.3585 1.6144 -0.5121
F -1.7259 1.2995 -0.0764 -0.3537
P 0.6725 -0.6268 -1.5860 -0.0644
P 0.8368 0.6052 0.2293 -0.0679
H -0.8742 -0.8514 2.2709 0.2932
H 0.0879 0.4561 -2.0921 0.0745
H 1.8493 -0.3064 -2.0528 0.0554
H 1.5019 -0.5133 0.9032 0.0484
```

## Properties
orbital gap	9.9	eV
DFT total energy	-23884.9566	eV
max |F|	3.5	eV/Å
energy above the lowest of the compared OMol25 structures with the same formula, charge and spin	47.17	kcal/mol
E_LUMO	0.38	eV
SMILES	[H]/N=C(/F)[PH]#[PH2]


# 5
ORCA calculation (the ωB97M-V functional and the def2-TZVPD basis) on a cluster of 2 separate species, C3H3F2I in total at a distorted geometry.

```
9
Properties=species:S:1:pos:R:3:mulliken_charge:R:1
C 0.7600 -0.0135 -0.3193 -0.0343
C 0.3183 0.0616 -1.5510 -0.2839
C -0.9097 0.2163 2.1322 0.0082
F -1.2573 -1.0299 2.5180 -0.1292
F -2.0446 0.7960 1.8367 -0.0965
I 1.8955 -0.1298 -3.0982 -0.0366
H 0.0594 -0.0675 0.5635 -0.0549
H 1.7197 -0.5189 -0.0804 0.2662
H -0.5412 0.6857 -2.0015 0.3610
```

## Properties
orbital gap	8.7	eV
DFT total energy	-16691.0879	eV
max |F|	3.5	eV/Å
energy above the lowest of the compared OMol25 structures with the same formula, charge and spin	77.74	kcal/mol
E_LUMO	-0.61	eV


# 6
ORCA calculation (the ωB97M-V functional and the def2-TZVPD basis) on a structure of composition C26H18F6NO10PPmS4 at a distorted geometry.

```
67
Properties=species:S:1:pos:R:3:mulliken_charge:R:1
Pm 0.8196 1.1375 0.3271 0.4259
C -3.0360 0.2768 -2.4301 -0.7586
C -3.2653 -0.8461 -1.6504 -0.7725
C -2.2052 -1.5295 -1.0841 -0.5421
C -0.8913 -1.1235 -1.3205 0.3863
C -0.6614 -0.0121 -2.1424 0.0098
C -1.7358 0.6909 -2.6746 -0.5398
P 0.4315 -2.0115 -0.3755 0.8032
C 0.1043 -3.7222 -0.9718 0.3531
C 0.5040 -4.7759 -0.1567 -0.6328
C 0.3666 -6.0864 -0.5804 -0.6913
C -0.1811 -6.3608 -1.8218 -0.4512
C -0.5802 -5.3173 -2.6419 -0.6985
C -0.4407 -4.0070 -2.2201 -0.0441
C 1.9068 -1.5611 -1.3855 0.5545
C 2.5194 -2.3890 -2.3178 -0.7231
C 3.6507 -1.9431 -2.9781 -0.6349
C 4.1474 -0.6828 -2.6936 -0.8748
C 3.5246 0.1303 -1.7537 -0.3055
C 2.3813 -0.2683 -1.0263 -0.0317
H -3.8688 0.8209 -2.8534 0.3729
H -4.2749 -1.1868 -1.4666 0.4313
H -2.3955 -2.3729 -0.4361 0.4922
H 0.3539 0.2789 -2.4238 0.5404
H -1.5464 1.5617 -3.2829 0.4718
H 0.9223 -4.5552 0.8142 0.4387
H 0.6897 -6.8997 0.0520 0.3977
H -0.2929 -7.3831 -2.1560 0.3767
H -0.9918 -5.5283 -3.6197 0.3883
H -0.7503 -3.1941 -2.8614 0.4724
H 2.1205 -3.3702 -2.5361 0.2960
H 4.1383 -2.5747 -3.7097 0.3896
H 5.0316 -0.3328 -3.2128 0.3515
H 3.9413 1.1164 -1.5635 0.3781
O 1.7908 3.6485 3.3700 -0.7524
S 1.3113 3.2321 2.0790 1.6283
O 2.3107 2.5225 1.2707 -0.5104
O 0.0668 2.4554 2.1042 -0.4197
C 0.9476 4.7791 1.1934 -0.3670
C 1.1230 5.9402 1.9324 -0.6871
C 0.9123 7.1842 1.3604 -0.6413
C 0.5420 7.2720 0.0264 -0.5601
C 0.3442 6.1136 -0.7078 -0.5984
C 0.5353 4.8686 -0.1241 -0.3425
S 0.2193 3.4419 -1.1827 1.9568
O -0.2960 3.9741 -2.4234 -0.7749
O -0.7200 2.5591 -0.4875 -0.4239
O 1.4981 2.7370 -1.3355 -0.5803
H 1.4433 5.8213 2.9561 0.5937
H 1.0388 8.0786 1.9523 0.3965
H 0.4119 8.2374 -0.4393 0.3976
H 0.0342 6.1277 -1.7428 0.6030
F -1.3888 0.0583 4.8484 -0.1985
C -0.9119 0.8962 3.9113 0.6968
F 0.1554 1.4566 4.4768 -0.1938
F -1.8360 1.8149 3.7083 -0.1928
S -0.4108 -0.1359 2.3973 0.8176
O -1.1043 0.2698 1.2012 -0.3029
O 1.0242 -0.0337 2.2904 -0.5326
N -0.8063 -1.5888 2.8118 -0.2157
S -2.3803 -1.8136 2.7464 1.0216
O -2.8383 -2.6643 1.6965 -0.6198
O -3.1213 -0.6259 3.0199 -0.6188
C -2.5482 -2.9234 4.2697 0.4977
F -1.8013 -2.5242 5.2957 -0.2240
F -3.8157 -2.9889 4.6966 -0.2442
F -2.1658 -4.1697 3.9816 -0.2377
```

## Properties
orbital gap (spin up / spin down)	8.1 / 8.1	eV
DFT total energy	-134711.6024	eV
total charge	-1
max |F|	4.8	eV/Å
energy above the lowest of the compared OMol25 structures with the same formula, charge and spin	1.35	kcal/mol
multiplicity	5
E_LUMO (spin up / spin down)	2.40 / 2.40	eV
<S²>	6.00


# 7
ORCA calculation (the ωB97M-V functional and the def2-TZVPD basis) on a cluster of 5 separate species, C23H37IO10 in total at a distorted geometry.

```
71
Properties=species:S:1:pos:R:3:mulliken_charge:R:1
C -0.7147 -1.5695 -1.9005 -1.1655
C 0.7011 -1.4575 -1.3610 0.7883
C 1.1346 -2.3260 -0.4355 -0.3522
C 2.5307 -2.1295 0.0883 -0.0369
O 3.2310 -3.0147 0.4722 -0.5103
C 3.0070 -0.6952 0.1313 -0.2766
C 2.5715 0.1738 -0.7813 -0.3563
I 3.0948 2.2229 -0.8441 0.1513
C 1.6383 -0.3830 -1.8439 0.3637
O 1.6819 -0.0178 -2.9750 -0.5053
H -1.3637 -1.2652 -1.0781 0.2142
H -0.8944 -0.8769 -2.7192 0.3341
H -0.9836 -2.5853 -2.1804 0.3358
H 0.4962 -3.1242 -0.0870 0.5047
H 3.6943 -0.3933 0.9101 0.4890
O -3.0268 -5.0904 -3.8567 -0.5744
C -2.8906 -4.3122 -4.7598 0.7689
O -1.6869 -4.1794 -5.3421 -0.3781
C -1.4585 -3.4166 -6.5301 -0.4622
C -1.2466 -1.9503 -6.2178 -0.8515
C -4.0251 -3.4169 -5.1949 -0.9081
H -2.2584 -3.5780 -7.2546 0.3633
H -0.5528 -3.8318 -6.9690 0.3322
H -2.1296 -1.5075 -5.7560 0.2534
H -1.0167 -1.3924 -7.1261 0.3842
H -0.4217 -1.8310 -5.5147 0.2233
H -4.0669 -2.5553 -4.5289 0.1880
H -4.9527 -3.9781 -5.1101 0.3159
H -3.9524 -3.0748 -6.2250 0.3539
O -3.8689 -1.0890 -1.0764 -0.5728
C -4.3980 -1.3898 -0.0398 0.7937
O -4.1585 -0.6449 1.0479 -0.3269
C -4.8567 -0.7999 2.2888 -0.2204
C -4.2371 -1.8841 3.1431 -0.9912
C -5.2491 -2.6300 0.0768 -1.0545
H -5.9229 -0.9575 2.1166 0.3703
H -4.7621 0.1570 2.7999 0.1000
H -4.2932 -2.8597 2.6585 0.3388
H -4.7427 -1.9473 4.1065 0.3651
H -3.1829 -1.6700 3.3165 0.2620
H -4.5973 -3.4900 0.2239 0.2442
H -5.7968 -2.7567 -0.8541 0.3331
H -5.9826 -2.5921 0.8788 0.3626
O 6.0259 3.4370 2.3034 -0.5493
C 6.9090 3.5405 1.4987 0.7293
O 6.8658 4.5389 0.5997 -0.3689
C 7.9463 4.8530 -0.2815 -0.4343
C 7.9149 3.9986 -1.5323 -0.9035
C 8.0215 2.5228 1.4236 -0.9070
H 8.9020 4.7926 0.2414 0.3767
H 7.8038 5.8985 -0.5501 0.3156
H 8.0341 2.9402 -1.3004 0.2642
H 8.7119 4.2932 -2.2156 0.3511
H 6.9573 4.1110 -2.0410 0.2740
H 7.6748 1.6653 0.8483 0.2354
H 8.2565 2.2010 2.4353 0.3095
H 8.9431 2.9013 0.9873 0.3143
O -2.1438 -0.1636 6.0476 -0.5471
C -2.1776 1.0105 5.8040 0.7854
O -2.7539 1.4315 4.6636 -0.3587
C -3.0091 2.8062 4.3617 -0.3452
C -1.7936 3.4815 3.7611 -1.0497
C -1.5124 2.0174 6.7099 -1.0504
H -3.3877 3.3313 5.2400 0.3505
H -3.8166 2.7959 3.6307 0.3286
H -0.9545 3.4932 4.4566 0.2747
H -2.0264 4.5103 3.4852 0.3721
H -1.4670 2.9449 2.8703 0.3231
H -0.4505 2.0556 6.4714 0.2658
H -1.6333 1.6827 7.7373 0.3168
H -1.9320 3.0189 6.6471 0.3363
```

## Properties
orbital gap	8.6	eV
DFT total energy	-53025.2956	eV
max |F|	1.4	eV/Å
E_LUMO	-0.66	eV
SMILES	CC1=CC(=O)C=C(I)C1=O.CCOC(C)=O.CCOC(C)=O.CCOC(C)=O.CCOC(C)=O


# 8
ORCA calculation (the ωB97M-V functional and the def2-TZVPD basis) on a structure of composition C2HFO2Tb at a distorted geometry.

```
7
Properties=species:S:1:pos:R:3:mulliken_charge:R:1
H 0.6960 -3.1121 0.1781 -0.1815
C -1.6076 -0.8319 -0.1236 0.3186
C -0.6009 0.1366 -0.1820 0.6987
O 0.6009 -0.1251 -0.0833 -0.5255
O -2.5086 -1.4908 0.1444 -0.0403
F -1.0558 1.3715 -0.1956 -0.1017
Tb 2.1465 -1.8163 0.2437 1.8317
```

## Properties
orbital gap (spin up / spin down)	8.8 / 6.2	eV
DFT total energy	-31313.6245	eV
total charge	+2
max |F|	3.6	eV/Å
energy above the lowest of the compared OMol25 structures with the same formula, charge and spin	0.00	kcal/mol
multiplicity	8
E_LUMO (spin up / spin down)	-11.15 / -11.69	eV
<S²>	16.80